C23H43N2O2P3Rh as an isolated structure at a distorted geometry. Source: the OMol25 dataset; level of theory: the ωB97M-V functional and the def2-TZVPD basis.

## Properties
Net charge: +3
E_HOMO (alpha / beta) (eV): -13.08 / -16.82
<S²>: 6.04
Spin multiplicity: 5

Geometry as XYZ:
```
74
Properties=species:S:1:pos:R:3:mulliken_spin:R:1
Rh 0.39 -0.03 0.44 0.5506
P 2.17 0.60 1.93 0.1331
P -0.54 1.82 -0.47 0.0647
P 2.07 -0.57 -1.03 -0.0312
H -1.34 -2.13 0.38 0.0110
C -0.26 -2.18 0.25 0.1606
C 0.61 -2.14 1.36 -0.0208
H 0.20 -2.11 2.38 -0.0009
C 1.89 0.67 3.75 0.0218
C 2.75 2.29 1.52 0.0094
C 3.72 -0.41 1.94 0.0087
C -1.99 1.00 -1.22 0.1091
C -1.35 3.25 0.35 0.0021
C 0.44 2.66 -1.76 0.0077
C 2.96 -2.18 -0.85 -0.0023
C 3.38 0.62 -1.52 -0.0009
C 1.29 -0.91 -2.63 0.0654
H 0.07 -2.62 -0.70 -0.0131
H 1.64 -2.51 1.30 0.0005
H 1.25 -0.16 4.07 0.0022
H 1.41 1.61 4.07 -0.0064
H 2.85 0.59 4.28 0.0027
H 1.90 2.98 1.44 -0.0007
H 3.30 2.32 0.57 0.0005
H 3.42 2.65 2.32 0.0019
H 3.47 -1.47 2.07 0.0010
H 4.33 -0.10 2.79 0.0025
H 4.32 -0.29 1.02 0.0007
H -2.46 1.67 -1.95 0.0119
H -2.71 0.74 -0.44 0.0091
H -1.66 0.06 -1.67 -0.0846
H -1.79 3.89 -0.43 -0.0009
H -0.62 3.84 0.93 0.0006
H -2.15 2.89 1.02 0.0003
H -0.14 3.52 -2.12 0.0005
H 0.67 2.00 -2.61 -0.0027
H 1.38 3.04 -1.32 0.0010
H 3.49 -2.38 -1.79 -0.0006
H 2.26 -2.99 -0.66 0.0015
H 3.70 -2.15 -0.04 0.0005
H 3.86 0.21 -2.42 -0.0008
H 4.15 0.75 -0.75 0.0003
H 2.95 1.60 -1.77 0.0011
H 1.97 -1.45 -3.29 0.0001
H 0.97 0.01 -3.13 -0.0029
H 0.40 -1.52 -2.47 -0.0257
C -1.59 -1.53 -4.62 0.2855
C -2.73 -1.30 -5.41 0.0695
C -3.12 -2.31 -6.30 0.0808
C -2.38 -3.49 -6.42 0.2518
C -1.22 -3.67 -5.66 0.0483
C -0.80 -2.66 -4.78 0.1037
O -1.26 -0.73 -3.54 0.1482
H -1.76 0.11 -3.50 -0.0114
H -3.32 -0.39 -5.27 -0.0021
H -4.03 -2.18 -6.89 0.0066
H -2.70 -4.29 -7.10 -0.0013
H -0.61 -4.58 -5.71 0.0035
H 0.09 -2.76 -4.16 0.0069
N -3.03 1.98 6.60 0.1718
C -3.18 0.81 5.90 0.2210
O -3.86 -0.12 6.32 0.9312
C -2.46 0.72 4.59 0.1742
C -1.68 1.75 4.04 0.0759
C -0.95 1.52 2.87 0.0514
N -1.00 0.37 2.16 0.2078
C -1.79 -0.61 2.66 0.0633
C -2.51 -0.47 3.85 0.0662
H -3.46 2.01 7.52 -0.0069
H -2.37 2.69 6.38 -0.0043
H -1.61 2.73 4.50 0.0277
H -0.30 2.33 2.51 0.0037
H -1.82 -1.56 2.13 0.0326
H -3.10 -1.32 4.18 0.0056
```


A 2-piece molecular cluster, C23H44BIN2O11P overall at a distorted geometry. Source: the OMol25 dataset; level of theory: the ωB97M-V functional and the def2-TZVPD basis.

## Properties
Net charge: +1
E_HOMO (eV): -10.95

Geometry as XYZ:
```
83
Properties=species:S:1:pos:R:3:lowdin_charge:R:1
C 3.27 -2.16 -2.59 0.0019
C 1.89 -1.91 -2.63 -0.1196
C 0.96 -1.48 -1.41 -0.3280
C 1.17 -2.67 -0.31 -0.1256
C 1.27 -4.13 -0.93 -0.7274
O 0.39 -4.78 -1.49 -0.0336
I 3.18 -5.22 -0.71 0.8070
C -0.56 -1.55 -1.94 -0.0742
C -1.54 -0.92 -0.89 -0.1625
C -3.04 -1.31 -1.27 -0.0787
C -3.41 -1.28 -2.82 -0.1481
O -4.81 -1.67 -3.04 -0.0668
C -4.98 -3.07 -2.84 -0.4195
C -5.76 -3.48 -1.49 0.0111
O -4.58 -3.94 -3.63 0.0956
N -1.31 0.53 -0.46 -0.1678
C -1.71 1.55 -1.48 -0.0340
C -0.95 1.63 -2.87 -0.3274
C -0.16 3.05 -3.01 -0.0156
O -1.87 1.67 -4.01 -0.0534
O -2.05 0.54 0.71 -0.1401
C -2.89 1.61 1.07 -0.2305
C -4.41 1.64 0.56 -0.0747
C 0.12 0.79 -0.06 -0.1370
P 0.39 0.85 1.84 0.7260
O -0.19 2.15 2.47 -0.3151
O 2.05 1.02 2.25 -0.1517
O -0.10 -0.56 2.63 -0.1620
C 1.29 -0.08 -0.71 -0.0763
B 2.29 0.95 -1.50 -0.5609
O 2.50 1.15 -2.87 0.1395
O 3.04 1.83 -0.62 -0.0184
C 4.40 2.03 -1.11 -0.2129
C 5.22 0.67 -1.36 -0.0721
H 3.81 -2.14 -1.58 0.0658
H 3.88 -2.43 -3.51 0.0970
H 1.39 -2.04 -3.65 0.1331
H 2.16 -2.52 0.27 0.1098
H 0.36 -2.70 0.48 0.1286
H -0.69 -1.22 -3.03 0.1228
H -0.82 -2.68 -1.98 0.1491
H -1.35 -1.50 0.09 0.1698
H -3.86 -0.77 -0.71 0.1136
H -3.15 -2.42 -0.96 0.1403
H -2.78 -1.95 -3.48 0.1360
H -3.40 -0.17 -3.14 0.1224
H -5.85 -4.61 -1.36 0.0980
H -5.28 -2.94 -0.62 0.0704
H -6.83 -3.06 -1.58 0.1025
H -2.82 1.41 -1.72 0.1458
H -1.63 2.63 -1.09 0.1621
H -0.18 0.85 -3.12 0.1193
H -0.95 3.82 -3.26 0.1068
H 0.51 2.94 -3.92 0.1009
H 0.40 3.29 -2.05 0.0926
H -1.85 0.79 -4.44 0.0982
H -3.00 1.56 2.22 0.1529
H -2.50 2.69 0.93 0.1426
H -4.97 2.35 1.27 0.1036
H -4.96 0.65 0.63 0.0832
H -4.51 2.14 -0.48 0.0859
H 0.31 1.89 -0.36 0.1468
H 2.37 0.11 2.48 0.0924
H -0.84 -0.40 3.26 0.0990
H 1.97 -0.41 0.18 0.1297
H 1.93 0.64 -3.48 0.0992
H 4.96 2.62 -0.30 0.1369
H 4.36 2.71 -2.04 0.1360
H 5.05 0.22 -2.41 0.0810
H 6.33 0.92 -1.29 0.0905
H 4.89 -0.14 -0.62 0.0839
C 2.72 -0.05 7.13 -0.3438
O 2.60 -1.01 6.40 0.0036
N 2.41 1.23 6.79 -0.2039
C 2.57 2.34 7.72 -0.0575
C 1.90 1.50 5.46 -0.0518
H 3.09 -0.15 8.16 0.1330
H 1.60 2.81 7.88 0.0904
H 3.27 3.06 7.29 0.0909
H 2.96 1.99 8.68 0.0859
H 0.98 0.93 5.31 0.0853
H 2.64 1.18 4.73 0.0765
H 1.70 2.57 5.34 0.0957
```


| no. | calculated total energy (hartree) |
| --- | --- |
| 1 | -2295.74504 |
| 2 | -2503.48706 |